1.
A cluster of 2 separate species, C5H10O2 in total at a distorted geometry. Source: OMol25; level of theory: ωB97M-V with the def2-TZVPD basis set.

Bonds (Å) are listed after each position.
Element x y z (Å)
1 O -2.036 -0.423 -0.141  C5 1.295, C7 1.336
2 O 2.431 0.106 0.822  C6 1.417, H11 0.964
3 C -0.388 0.982 0.630  C4 1.556, C5 1.500, H9 1.100, H14 1.094
4 C 0.150 -0.477 0.575  C3 1.556, C6 1.519, C7 1.511, H12 1.105
5 C -1.827 0.794 0.247  O1 1.295, C3 1.500, H16 1.079
6 C 1.537 -0.578 -0.037  O2 1.417, C4 1.519, H10 1.103, H13 1.102
7 C -0.937 -1.180 -0.204  O1 1.336, C4 1.511, H15 1.082
8 H -1.086 0.859 -2.136  H17 0.754
9 H 0.142 1.614 -0.098  C3 1.100
10 H 1.816 -1.639 -0.146  C6 1.103
11 H 3.305 0.088 0.416  O2 0.964
12 H 0.217 -0.888 1.597  C4 1.105
13 H 1.517 -0.129 -1.043  C6 1.102
14 H -0.262 1.453 1.609  C3 1.094
15 H -1.152 -2.240 -0.189  C7 1.082
16 H -2.661 1.478 0.208  C5 1.079
17 H -0.766 0.178 -2.111  H8 0.754

Computed properties:
HOMO energy (spin up / spin down), eV: -6.956 / -7.274
Frontier orbital gap (spin up / spin down), eV: 7.83 / 8.21
Total energy, Ha: -346.8325

Löwdin atomic charge list, values in e, 4 entries:
1. O -0.062
2. O -0.060
3. C -0.121
4. C -0.284

2.
The ion C6H7N2OSi with charge +1 at a distorted geometry. Source: OMol25; level of theory: ωB97M-V with the def2-TZVPD basis set.

Bonds (Å) are listed after each position.
Element x y z (Å)
1 Si -2.474 0.355 -0.041  C7 1.905, C10 1.931, H14 1.429, H15 1.463
2 O 3.686 -0.451 0.004  C5 1.202
3 N 0.184 1.889 -0.132  C7 1.357, C8 1.360, H13 1.048
4 N 0.104 -0.268 -0.017  C6 1.422, C7 1.296, C9 1.391
5 C 2.537 -0.793 -0.082  O2 1.202, C9 1.481, H16 1.073
6 C -0.470 -1.568 -0.069  N4 1.422, C10 1.414, H11 1.079
7 C -0.624 0.798 -0.129  Si1 1.905, N3 1.357, N4 1.296
8 C 1.465 1.509 0.125  N3 1.360, C9 1.358, H12 1.090
9 C 1.420 0.152 0.149  N4 1.391, C5 1.481, C8 1.358
10 C -1.873 -1.476 0.080  Si1 1.931, C6 1.414, H17 1.152
11 H 0.246 -2.351 0.128  C6 1.079
12 H 2.460 1.950 0.062  C8 1.090
13 H -0.252 2.793 -0.434  N3 1.048
14 H -3.518 1.116 -0.653  Si1 1.429
15 H -2.588 0.525 1.408  Si1 1.463
16 H 2.278 -1.807 -0.319  C5 1.073
17 H -2.581 -2.372 -0.080  C10 1.152

Computed properties:
HOMO energy, eV: -14.114
Total charge: +1
Frontier orbital gap, eV: 9.43
Structure (SMILES): O=Cc1c[nH+]c2n1C=C[SiH2]2
Total energy, Ha: -706.7523

Löwdin atomic charge list, values in e, 4 entries:
1. Si 0.850
2. O 0.114
3. N 0.129
4. N -0.038

3.
An isolated molecule of C4H5ClN2 at a distorted geometry. Source: OMol25; level of theory: ωB97M-V with the def2-TZVPD basis set.

Bonds (Å) are listed after each position.
Element x y z (Å)
1 Cl 2.839 -1.037 0.363  C4 1.757
2 N -0.335 0.248 -1.615  N3 1.342, C7 1.299
3 N -1.240 0.025 -0.649  N2 1.342, C6 1.439, H10 1.042
4 C 1.215 -0.424 0.086  Cl1 1.757, C5 1.332, C7 1.422
5 C 0.368 -0.267 1.102  C4 1.332, C6 1.499, H9 1.096
6 C -0.934 0.366 0.715  N3 1.439, C5 1.499, H8 1.132, H12 1.088
7 C 0.884 0.046 -1.214  N2 1.299, C4 1.422, H11 1.097
8 H -1.834 -0.068 1.249  C6 1.132
9 H 0.530 -0.815 2.038  C5 1.096
10 H -2.176 0.377 -0.942  N3 1.042
11 H 1.655 0.106 -1.994  C7 1.097
12 H -0.972 1.443 0.861  C6 1.088

Computed properties:
HOMO energy, eV: -8.474
Frontier orbital gap, eV: 8.84
Structure (SMILES): ClC1=CCNN=C1
Total energy, Ha: -725.0590

Löwdin atomic charge list, values in e, 4 entries:
1. Cl 0.642
2. N 0.036
3. N -0.104
4. C -0.674

What is the total energy in the second record? -706.7523 Ha